{"formula": "C9H20N2O2", "method": "wB97M-V/def2-TZVPD", "symbols": ["C", "N", "C", "C", "C", "C", "O", "C", "C", "C", "C", "N", "O", "H", "H", "H", "H", "H", "H", "H", "H", "H", "H", "H", "H", "H", "H", "H", "H", "H", "H", "H", "H"], "xyz": [[-2.50904, 0.79513, -1.83439], [-1.45316, -0.00688, -2.43947], [-0.83565, -0.94148, -1.47986], [-0.13219, -0.27862, -0.24299], [-0.73489, -0.45687, 1.18458], [-2.26701, -0.28295, 1.31299], [-3.02888, -1.31950, 0.70448], [0.49595, 1.13979, -0.50019], [1.94229, 0.87097, -1.02108], [2.29036, -0.36708, -0.14095], [2.78575, 0.10652, 1.29241], [2.18911, -0.68466, 2.39169], [1.08667, -1.08719, -0.14277], [-2.87946, 1.48615, -2.61750], [-3.36728, 0.17512, -1.53894], [-2.16711, 1.44619, -1.00561], [-0.74344, 0.56395, -2.87216], [-1.54525, -1.73415, -1.21674], [-0.02717, -1.42656, -2.05195], [-0.28798, 0.34041, 1.80943], [-0.38116, -1.39937, 1.62885], [-2.62860, 0.70278, 0.99362], [-2.49539, -0.33038, 2.40061], [-2.62821, -2.14673, 0.95355], [0.03462, 1.75697, -1.28527], [0.57734, 1.73104, 0.42188], [2.04223, 0.50162, -2.05292], [2.66649, 1.67678, -0.82086], [3.08866, -1.04392, -0.48382], [3.88637, 0.10321, 1.30522], [2.45268, 1.15937, 1.38575], [2.91520, -1.02083, 3.01223], [1.65815, -0.02885, 2.95020]], "forces_ev_per_angstrom": [[-0.1736, 0.8523, -1.0455], [-0.5518, -0.8008, 1.0200], [0.3160, 0.7809, -0.9684], [1.8882, -0.5010, 0.4043], [-0.9090, 1.1855, -0.5762], [0.4076, -0.4796, 1.5189], [-0.2046, 0.7823, -0.5316], [0.4000, 0.2326, -1.2620], [0.7516, -1.4964, 1.0667], [0.2854, 0.7124, 0.7467], [-0.9922, 0.2068, -0.5213], [0.6096, 0.5192, -0.0401], [0.3036, -0.7587, 0.3083], [0.0466, -0.2609, 0.3721], [0.4751, 0.0776, 0.1357], [-0.2160, -0.3912, -0.0507], [-0.0010, 0.1195, 0.0280], [0.0612, 0.4412, 0.1554], [-0.2300, 0.0950, 0.4327], [-0.1920, -0.3695, -0.1491], [-0.2897, 0.1459, -0.4132], [0.0888, -0.4697, -0.3469], [0.1836, 0.2428, -0.3336], [0.1849, -0.4689, 0.1580], [-0.4336, -0.2184, 0.5856], [-0.2735, -0.1988, -0.2316], [-0.4748, 0.6159, 0.0914], [-0.4662, -0.0395, -0.2932], [-0.4667, 0.2133, -0.4926], [-0.3369, -0.0539, 0.0139], [0.3534, -0.3484, 0.1322], [0.0218, -0.1172, -0.0670], [-0.1654, -0.2500, 0.1532]], "smiles": "CNC[C@]1(CCO)CC[C@@H](CN)O1", "relative_energy_ev": 0.000, "gap_ev": 9.24, "e_homo_ev": -8.48, "total_charge": 0, "energy_ev": -16730.913}